i.
{"formula": "C7H12N", "method": "ωB97M-V/def2-TZVPD", "species": ["C", "C", "C", "C", "C", "C", "C", "N", "H", "H", "H", "H", "H", "H", "H", "H", "H", "H", "H", "H"], "xyz": [[0.71, -1.12, -2.16], [1.06, -1.40, -0.73], [-0.49, 1.71, 0.47], [0.45, -0.61, 0.10], [-0.48, 0.25, 0.70], [0.38, 2.40, -0.26], [-1.80, -0.46, 1.16], [0.70, -0.32, 1.58], [-0.06, -1.82, -2.46], [0.35, -0.14, -2.32], [1.91, -2.16, -0.52], [-1.46, 2.01, 0.69], [0.12, 3.41, -0.44], [1.68, -1.21, -2.79], [1.29, 1.93, -0.70], [-1.87, -0.08, 2.18], [-1.70, -1.56, 0.89], [-2.55, 0.01, 0.56], [0.32, -1.12, 2.07], [1.45, 0.28, 2.01]], "homo_energy_ev": -14.310, "e_lumo_ev": -3.13, "spin_multiplicity": 1, "homo_lumo_gap_ha": 0.4110, "total_charge": 1, "smiles": "C=C[C@]1(C)[NH2+]/C1=C/C"}

ii.
{"formula": "C7H12N", "method": "ωB97M-V/def2-TZVPD", "species": ["C", "C", "C", "C", "C", "C", "C", "N", "H", "H", "H", "H", "H", "H", "H", "H", "H", "H", "H", "H"], "xyz": [[0.95, 0.14, -2.02], [1.38, 0.00, -0.76], [-0.49, 0.41, -1.65], [-0.70, -0.35, 0.96], [0.00, 0.21, -0.21], [2.65, -0.28, -0.07], [-2.16, -0.70, 0.92], [-0.36, 1.09, 0.92], [1.43, 0.07, -2.98], [-0.84, 1.41, -1.88], [-1.21, -0.32, -2.00], [-0.11, -0.91, 1.68], [2.96, 0.56, 0.55], [3.43, -0.48, -0.80], [2.55, -1.15, 0.58], [-2.70, -0.08, 0.21], [-2.60, -0.60, 1.90], [-2.26, -1.74, 0.60], [-1.13, 1.75, 0.79], [0.38, 1.46, 1.52]], "homo_energy_ev": -13.640, "e_lumo_ev": -3.10, "spin_multiplicity": 1, "homo_lumo_gap_ha": 0.3874, "total_charge": 1}

Q: What are the energies relative to the best structure? A: i 1.739; ii 0.000, in eV.

i.
{"formula": "C2HN3O2", "method": "ωB97M-V/def2-TZVPD", "species": ["C", "C", "N", "N", "N", "O", "O", "H"], "xyz": [[0.86, 0.27, 0.19], [0.46, -1.06, 0.05], [-0.90, -1.19, -0.11], [-1.43, -0.07, 0.00], [-0.80, 1.01, 0.03], [-1.21, 2.14, 0.06], [1.35, -1.88, 0.10], [1.66, 0.77, -0.32]], "homo_energy_ev": [-9.527, -10.017], "e_lumo_ev": [-3.96, -3.80], "spin_multiplicity": 1, "homo_lumo_gap_ha": [0.2046, 0.2283], "total_charge": 0}

ii.
{"formula": "C2HN3O2", "method": "ωB97M-V/def2-TZVPD", "species": ["C", "C", "N", "N", "N", "O", "O", "H"], "xyz": [[1.95, 0.59, 0.04], [5.18, -0.13, -0.14], [1.77, -0.06, 1.05], [0.75, -0.75, 0.47], [-0.06, 0.06, -0.12], [5.67, 0.72, 0.43], [4.87, -1.06, -0.70], [-0.51, -0.54, -0.74]], "homo_energy_ev": -10.790, "e_lumo_ev": -0.43, "spin_multiplicity": 1, "homo_lumo_gap_ha": 0.3807, "total_charge": 0}

Q: What are the energies relative to the best structure? A: i 3.715; ii 0.000, in eV.

i.
{"formula": "C2HN3O2", "method": "ωB97M-V/def2-TZVPD", "species": ["C", "C", "N", "N", "N", "O", "O", "H"], "xyz": [[0.66, -0.69, -1.04], [0.33, 1.48, 1.31], [0.73, -1.61, 0.00], [-0.48, -1.10, 0.04], [-0.67, -0.93, -1.30], [1.02, 1.29, 2.17], [-0.33, 1.78, 0.45], [-1.26, -0.21, -1.64]], "homo_energy_ev": -10.092, "e_lumo_ev": -0.28, "spin_multiplicity": 1, "homo_lumo_gap_ha": 0.3605, "total_charge": 0, "smiles": "n1c2[nH]n1-2.O=C=O"}

ii.
{"formula": "C2HN3O2", "method": "ωB97M-V/def2-TZVPD", "species": ["C", "C", "H", "N", "N", "N", "O", "O"], "xyz": [[1.48, -0.03, 0.04], [0.01, -0.06, -0.11], [1.91, -0.02, -1.05], [-0.81, -0.09, -1.17], [-2.07, 0.02, -0.55], [-1.92, 0.08, 0.73], [2.04, 0.12, 1.08], [-0.65, -0.02, 1.04]], "homo_energy_ev": -11.516, "e_lumo_ev": -1.32, "spin_multiplicity": 1, "homo_lumo_gap_ha": 0.3749, "total_charge": 0, "smiles": "O=Cc1nnno1"}

iii.
{"formula": "C2HN3O2", "method": "ωB97M-V/def2-TZVPD", "species": ["C", "C", "N", "N", "N", "O", "O", "H"], "xyz": [[0.83, -0.94, -1.25], [-0.30, 0.15, 0.43], [1.77, -1.04, -1.89], [0.60, 0.98, 0.83], [-0.12, -0.76, -0.48], [-1.51, 0.53, 1.15], [-2.69, 0.02, 1.03], [1.43, 1.07, 0.16]], "homo_energy_ev": [-9.739, -9.712], "e_lumo_ev": [-5.09, -5.22], "spin_multiplicity": 1, "homo_lumo_gap_ha": [0.1710, 0.1650], "total_charge": 0}

Q: What are the energies relative to the best structure? A: i 2.117; ii 0.000; iii 5.911, in eV.

i.
{"formula": "C17H23ClO4", "method": "ωB97M-V/def2-TZVPD", "species": ["C", "C", "H", "H", "O", "C", "O", "C", "C", "O", "H", "H", "C", "C", "C", "C", "C", "C", "O", "C", "C", "C", "C", "C", "C", "H", "H", "Cl", "H", "H", "H", "H", "H", "H", "H", "H", "H", "H", "H", "H", "H", "H", "H", "H", "H"], "xyz": [[-1.05, -0.52, 2.99], [-0.07, -1.66, 2.79], [0.90, -1.44, 3.26], [-0.48, -2.59, 3.20], [0.22, -1.86, 1.41], [-0.59, -2.64, 0.71], [-1.55, -3.23, 1.17], [-0.15, -2.77, -0.73], [1.25, -3.17, -0.95], [0.83, -1.86, -1.15], [1.90, -3.34, -0.10], [1.49, -3.74, -1.84], [-1.24, -3.13, -1.72], [-1.93, -1.89, -2.28], [-2.88, -1.24, -1.27], [-3.47, 0.08, -1.79], [-2.51, 1.26, -1.67], [-2.43, 1.79, -0.24], [-1.49, 2.84, -0.08], [-0.17, 2.55, 0.03], [0.67, 3.65, 0.24], [2.03, 3.48, 0.40], [2.57, 2.21, 0.34], [1.76, 1.11, 0.13], [0.39, 1.28, -0.03], [-0.20, 0.40, -0.21], [2.17, 0.12, 0.07], [4.28, 2.00, 0.54], [2.67, 4.34, 0.56], [0.22, 4.63, 0.28], [-3.39, 2.23, 0.05], [-2.20, 0.98, 0.46], [-2.85, 2.08, -2.31], [-1.51, 0.98, -2.02], [-3.76, -0.05, -2.83], [-4.38, 0.31, -1.23], [-2.35, -1.06, -0.33], [-3.69, -1.94, -1.05], [-1.16, -1.18, -2.58], [-2.50, -2.17, -3.17], [-0.80, -3.69, -2.54], [-1.96, -3.77, -1.21], [-0.66, 0.39, 2.55], [-2.01, -0.76, 2.54], [-1.20, -0.35, 4.06]], "homo_energy_ev": -8.254, "e_lumo_ev": 0.79, "spin_multiplicity": 1, "homo_lumo_gap_ha": 0.3324, "total_charge": 0, "smiles": "CCOC(=O)[C@]1(CCCCCCOc2ccc(Cl)cc2)CO1"}

ii.
{"formula": "C17H23ClO4", "method": "ωB97M-V/def2-TZVPD", "species": ["C", "C", "H", "H", "O", "C", "O", "C", "C", "O", "H", "H", "C", "C", "C", "C", "C", "C", "O", "C", "C", "C", "C", "C", "C", "H", "H", "Cl", "H", "H", "H", "H", "H", "H", "H", "H", "H", "H", "H", "H", "H", "H", "H", "H", "H"], "xyz": [[-3.20, 0.30, -0.29], [-3.50, 1.13, -1.53], [-3.61, 0.48, -2.41], [-4.40, 1.74, -1.40], [-2.45, 2.07, -1.79], [-1.38, 1.62, -2.41], [-1.24, 0.48, -2.80], [-0.31, 2.68, -2.60], [-0.50, 4.01, -2.01], [-0.69, 3.78, -3.37], [-1.39, 4.23, -1.44], [0.38, 4.59, -1.75], [1.08, 2.10, -2.78], [1.56, 1.51, -1.46], [2.83, 0.66, -1.57], [2.72, -0.54, -2.51], [1.53, -1.46, -2.27], [1.47, -2.08, -0.87], [0.84, -1.16, 0.00], [0.65, -1.50, 1.30], [1.03, -2.70, 1.88], [0.77, -2.94, 3.22], [0.14, -1.97, 3.98], [-0.25, -0.77, 3.42], [0.01, -0.53, 2.08], [-0.28, 0.40, 1.62], [-0.74, -0.02, 4.02], [-0.18, -2.27, 5.66], [1.07, -3.87, 3.67], [1.53, -3.46, 1.31], [0.89, -3.01, -0.90], [2.49, -2.31, -0.51], [1.59, -2.28, -2.99], [0.59, -0.93, -2.45], [2.68, -0.19, -3.54], [3.64, -1.12, -2.41], [3.07, 0.31, -0.56], [3.65, 1.29, -1.91], [1.74, 2.32, -0.75], [0.77, 0.89, -1.04], [1.02, 1.32, -3.55], [1.75, 2.88, -3.14], [-2.30, -0.28, -0.44], [-3.07, 0.95, 0.57], [-4.03, -0.37, -0.10]], "homo_energy_ev": -8.481, "e_lumo_ev": 0.75, "spin_multiplicity": 1, "homo_lumo_gap_ha": 0.3394, "total_charge": 0, "smiles": "CCOC(=O)[C@]1(CCCCCCOc2ccc(Cl)cc2)CO1"}

Q: What are the energies relative to the best structure? A: i 0.000; ii 0.103, in eV.

i.
{"formula": "C3H4N4S", "method": "ωB97M-V/def2-TZVPD", "species": ["C", "C", "C", "H", "H", "H", "H", "N", "N", "N", "N", "S"], "xyz": [[2.22, -0.58, 0.00], [-0.13, 0.04, 0.00], [-1.21, 0.89, -0.01], [1.82, -1.59, 0.00], [1.50, 1.30, 0.00], [-1.31, 1.96, -0.01], [-3.22, 0.27, 0.03], [1.23, 0.34, 0.00], [-2.27, 0.05, -0.01], [-1.88, -1.23, 0.00], [-0.57, -1.24, -0.01], [3.81, -0.22, 0.00]], "homo_energy_ev": -8.582, "e_lumo_ev": 0.52, "spin_multiplicity": 1, "homo_lumo_gap_ha": 0.3346, "total_charge": 0, "smiles": "S=CNc1c[nH]nn1"}

ii.
{"formula": "C3H4N4S", "method": "ωB97M-V/def2-TZVPD", "species": ["C", "C", "C", "H", "H", "H", "H", "N", "N", "N", "N", "S"], "xyz": [[-0.61, 0.54, 1.36], [0.65, -0.70, -1.79], [0.48, -0.96, -0.38], [-0.65, 0.10, 3.25], [-1.33, 1.41, 1.34], [0.01, 1.90, -0.89], [1.12, -1.45, -2.49], [-0.17, -0.13, 2.35], [-0.20, 0.22, 0.06], [-0.34, 1.00, -1.04], [0.28, 0.45, -2.18], [0.75, -2.36, 0.40]], "homo_energy_ev": -8.206, "e_lumo_ev": -0.43, "spin_multiplicity": 1, "homo_lumo_gap_ha": 0.2859, "total_charge": 0, "smiles": "[H]/N=C/n1[nH]ncc1=S"}

iii.
{"formula": "C3H4N4S", "method": "ωB97M-V/def2-TZVPD", "species": ["C", "C", "C", "H", "H", "H", "H", "N", "N", "N", "N", "S"], "xyz": [[-0.50, -0.41, 0.65], [-1.29, 0.45, -1.19], [0.25, 0.50, -1.38], [2.05, -1.10, 0.87], [1.58, 0.62, 1.22], [-1.40, -0.83, 2.29], [-2.04, 0.93, -1.79], [1.84, -0.15, 0.52], [0.67, -0.23, -0.22], [-0.49, -0.86, 1.81], [-1.63, -0.11, -0.17], [0.97, 1.20, -2.61]], "homo_energy_ev": -9.075, "e_lumo_ev": -1.04, "spin_multiplicity": 1, "homo_lumo_gap_ha": 0.2954, "total_charge": 0, "smiles": "[H]/N=C1\\N=CC(=S)N1N"}

Q: What are the energies relative to the best structure? A: i 0.000; ii 1.576; iii 1.190, in eV.

i.
{"formula": "C3H7N5O", "method": "ωB97M-V/def2-TZVPD", "species": ["C", "C", "C", "H", "H", "H", "H", "H", "H", "H", "N", "N", "N", "N", "N", "O"], "xyz": [[-1.84, 1.00, -0.06], [-0.64, -1.20, 0.15], [0.74, 0.60, 0.23], [-1.31, 2.13, -0.73], [-2.41, 1.49, 1.07], [-2.84, 0.38, -0.77], [-1.88, -2.74, -0.14], [2.90, -0.09, -0.78], [3.35, -0.95, 0.69], [0.47, 2.40, -0.13], [-0.64, 0.23, 0.34], [-1.86, -1.68, 0.01], [1.41, -0.68, 0.47], [2.65, -0.84, -0.14], [1.28, 1.71, -0.07], [0.63, -1.76, -0.14]], "homo_energy_ev": -9.380, "e_lumo_ev": 0.66, "spin_multiplicity": 1, "homo_lumo_gap_ha": 0.3690, "total_charge": 0}

ii.
{"formula": "C3H7N5O", "method": "ωB97M-V/def2-TZVPD", "species": ["N", "C", "C", "C", "N", "N", "N", "N", "O", "H", "H", "H", "H", "H", "H", "H"], "xyz": [[-0.77, -0.06, 0.63], [-1.27, 0.17, -1.01], [-0.15, -0.41, -1.59], [0.73, 0.22, 0.38], [-1.43, 0.83, 1.50], [1.49, -0.96, 0.51], [0.45, -1.26, -2.28], [1.05, 1.40, 0.79], [-2.17, 0.94, -1.15], [-0.91, -1.03, 0.91], [-2.17, 1.28, 0.95], [-0.72, 1.55, 1.70], [1.60, -1.50, -0.34], [2.39, -0.78, 0.94], [-0.15, -1.97, -2.71], [2.04, 1.58, 0.76]], "homo_energy_ev": -7.601, "e_lumo_ev": 0.18, "spin_multiplicity": 1, "homo_lumo_gap_ha": 0.2858, "total_charge": 0, "smiles": "[H]/N=C(\\N)[N@@H+](N)C([O-])=C=N"}

Q: What are the energies relative to the best structure? A: i 1.691; ii 0.000, in eV.